{
  "formula": "C35H51F23N3O13",
  "method": "ωB97M-V/def2-TZVPD",
  "e_homo_ev": -11.4,
  "fmax_ev_per_a": 5.570,
  "homo_lumo_gap_ev": 4.13,
  "charge": 1,
  "relative_energy_ev": 8.0949,
  "elements": ["C", "O", "C", "C", "C", "C", "C", "C", "C", "N", "C", "N", "N", "C", "F", "F", "C", "F", "F", "F", "H", "H", "H", "H", "H", "H", "H", "H", "H", "H", "H", "H", "H", "H", "H", "H", "H", "H", "H", "H", "H", "C", "C", "O", "C", "O", "C", "F", "F", "F", "H", "H", "H", "H", "H", "C", "C", "O", "C", "O", "C", "F", "F", "F", "H", "H", "H", "H", "H", "C", "C", "O", "C", "O", "C", "F", "F", "F", "H", "H", "H", "H", "H", "C", "C", "O", "C", "O", "C", "F", "F", "F", "H", "H", "H", "H", "H", "C", "C", "O", "C", "O", "C", "F", "F", "F", "H", "H", "H", "H", "H", "C", "C", "O", "C", "O", "C", "F", "F", "F", "H", "H", "H", "H", "H"],
  "coordinates": [[-6.297, -0.240, -0.935], [-4.852, -0.380, -1.285], [-4.498, 0.610, -2.351], [-2.937, 0.362, -2.787], [-1.943, 1.668, -2.464], [-0.819, 1.108, -1.398], [0.417, 2.142, -1.097], [0.891, 1.917, 0.491], [1.154, 0.321, 0.758], [1.931, 0.000, 2.016], [1.478, 0.806, 3.213], [2.515, 1.451, 4.154], [0.148, 0.993, 3.595], [1.872, -1.506, 2.287], [2.006, -2.326, 1.032], [0.561, -1.933, 2.894], [3.123, -2.019, 3.264], [3.268, -3.478, 3.011], [4.394, -1.338, 2.858], [2.778, -1.767, 4.712], [-6.476, -0.774, 0.113], [-6.610, 0.887, -0.830], [-7.003, -0.774, -1.701], [-4.757, 1.701, -2.019], [-5.162, 0.321, -3.287], [-2.875, 0.158, -3.940], [-2.554, -0.561, -2.135], [-2.538, 2.592, -2.060], [-1.459, 1.970, -3.513], [-0.425, 0.080, -1.857], [-1.396, 0.903, -0.384], [1.323, 1.813, -1.801], [0.204, 3.264, -1.349], [0.013, 2.358, 1.146], [1.914, 2.471, 0.629], [1.814, -0.065, -0.158], [0.188, -0.340, 0.764], [2.688, 2.439, 3.832], [3.424, 0.900, 4.093], [-0.425, 1.797, 3.244], [-0.239, 0.314, 4.311], [2.809, -7.830, 2.223], [2.845, -6.720, 1.188], [4.003, -6.846, 0.349], [3.918, -7.765, -0.664], [2.929, -8.462, -0.875], [5.196, -7.763, -1.501], [6.326, -7.768, -0.736], [5.283, -6.662, -2.300], [5.296, -8.842, -2.327], [3.741, -7.849, 2.798], [1.970, -7.692, 2.910], [2.709, -8.811, 1.748], [2.923, -5.752, 1.694], [1.929, -6.696, 0.586], [-6.385, 3.336, 4.344], [-6.349, 4.446, 3.309], [-5.191, 4.320, 2.470], [-5.276, 3.400, 1.458], [-6.266, 2.703, 1.246], [-3.998, 3.403, 0.620], [-2.869, 3.398, 1.385], [-3.911, 4.504, -0.179], [-3.899, 2.324, -0.206], [-5.454, 3.317, 4.919], [-7.224, 3.474, 5.031], [-6.485, 2.355, 3.869], [-6.271, 5.414, 3.815], [-7.265, 4.470, 2.707], [-5.980, 10.987, 0.192], [-5.384, 10.739, 1.566], [-6.267, 9.937, 2.364], [-6.238, 8.588, 2.126], [-5.515, 8.055, 1.287], [-7.188, 7.854, 3.071], [-8.409, 8.454, 3.160], [-6.700, 7.796, 4.344], [-7.426, 6.566, 2.696], [-6.978, 11.428, 0.280], [-5.345, 11.661, -0.390], [-6.094, 10.052, -0.365], [-5.262, 11.694, 2.088], [-4.391, 10.279, 1.500], [3.529, -10.174, -4.761], [2.430, -9.589, -3.893], [1.278, -9.263, -4.686], [0.449, -10.306, -5.004], [0.643, -11.468, -4.654], [-0.754, -9.813, -5.808], [-0.401, -8.957, -6.809], [-1.647, -9.138, -5.029], [-1.451, -10.822, -6.401], [3.769, -9.496, -5.586], [4.433, -10.352, -4.172], [3.217, -11.122, -5.209], [2.779, -8.654, -3.442], [2.159, -10.262, -3.071], [8.474, -5.783, -2.758], [8.510, -4.673, -3.793], [9.668, -4.799, -4.631], [9.583, -5.719, -5.644], [8.594, -6.416, -5.856], [10.861, -5.716, -6.482], [11.991, -5.721, -5.717], [10.949, -4.615, -7.281], [10.961, -6.795, -7.308], [9.406, -5.802, -2.183], [7.635, -5.645, -2.071], [8.374, -6.764, -3.233], [8.588, -3.705, -3.287], [7.594, -4.649, -4.395], [-0.559, 8.073, 5.868], [-1.294, 7.368, 4.742], [-1.740, 8.314, 3.758], [-0.798, 8.737, 2.856], [0.370, 8.356, 2.856], [-1.416, 9.700, 1.844], [-2.199, 10.650, 2.433], [-2.212, 9.057, 0.944], [-0.485, 10.378, 1.114], [-1.184, 8.862, 6.300], [-0.286, 7.365, 6.655], [0.354, 8.554, 5.504], [-2.189, 6.879, 5.140], [-0.678, 6.587, 4.281]],
  "lowdin_charge": [-0.117, -0.274, -0.218, -0.148, -0.194, -0.233, -0.184, -0.176, -0.162, -0.004, -0.105, 0.174, 0.132, -0.164, 0.041, 0.018, -0.121, 0.053, 0.043, 0.030, 0.108, 0.088, 0.098, 0.113, 0.133, 0.116, 0.121, 0.098, 0.125, 0.131, 0.116, 0.127, 0.126, 0.103, 0.124, 0.171, 0.141, 0.146, 0.114, 0.137, 0.170, -0.058, -0.210, 0.012, -0.315, 0.143, -0.465, 0.143, 0.138, 0.144, 0.086, 0.085, 0.080, 0.107, 0.129, -0.050, -0.219, 0.022, -0.314, 0.147, -0.456, 0.121, 0.153, 0.107, 0.080, 0.089, 0.076, 0.109, 0.127, -0.056, -0.206, 0.019, -0.317, 0.143, -0.456, 0.153, 0.144, 0.096, 0.086, 0.087, 0.077, 0.132, 0.096, -0.056, -0.217, 0.012, -0.324, 0.146, -0.472, 0.139, 0.140, 0.143, 0.088, 0.072, 0.079, 0.104, 0.128, -0.066, -0.208, 0.010, -0.322, 0.144, -0.471, 0.141, 0.144, 0.144, 0.088, 0.065, 0.081, 0.125, 0.127, -0.062, -0.215, 0.011, -0.320, 0.140, -0.467, 0.138, 0.143, 0.149, 0.088, 0.083, 0.079, 0.125, 0.120]
}


{
  "formula": "C35H51F8O31P2",
  "method": "ωB97M-V/def2-TZVPD",
  "e_homo_ev": -12.6,
  "fmax_ev_per_a": 7.922,
  "homo_lumo_gap_ev": 9.43,
  "charge": 1,
  "elements": ["C", "C", "O", "P", "C", "O", "C", "O", "C", "C", "O", "C", "C", "C", "C", "C", "P", "O", "O", "O", "H", "H", "H", "H", "H", "H", "H", "H", "H", "H", "H", "H", "H", "H", "H", "H", "H", "H", "H", "H", "H", "H", "H", "H", "H", "H", "H", "C", "C", "O", "C", "O", "O", "F", "H", "H", "H", "C", "C", "O", "C", "O", "O", "F", "H", "H", "H", "C", "C", "O", "C", "O", "O", "F", "H", "H", "H", "C", "C", "O", "C", "O", "O", "F", "H", "H", "H", "C", "C", "O", "C", "O", "O", "F", "H", "H", "H", "C", "C", "O", "C", "O", "O", "F", "H", "H", "H", "C", "C", "O", "C", "O", "O", "F", "H", "H", "H", "C", "C", "O", "C", "O", "O", "F", "H", "H", "H"],
  "coordinates": [[1.048, -0.148, 2.596], [0.889, -1.387, 1.536], [-0.358, -1.408, 0.769], [-0.433, -0.194, -0.470], [-0.743, -1.175, -2.127], [-1.743, -0.534, -2.995], [-1.133, 0.414, -3.940], [-1.140, -0.013, -5.347], [-0.307, 0.923, -6.166], [-0.991, 2.397, -6.384], [0.005, 3.492, -6.147], [1.129, 0.836, -0.749], [0.940, 2.464, -0.788], [0.301, 3.095, 0.623], [0.211, 3.044, -2.144], [-2.048, 0.792, -0.172], [-3.651, -0.265, -0.291], [-4.388, 0.150, -1.659], [-4.815, 0.083, 0.987], [-3.376, -1.983, -0.381], [0.065, 0.448, 2.819], [1.431, -0.633, 3.618], [1.859, 0.657, 2.275], [0.925, -2.395, 2.163], [1.804, -1.451, 0.779], [0.329, -1.279, -2.612], [-1.094, -2.283, -1.854], [-0.050, 0.649, -3.560], [-1.789, 1.409, -3.876], [-0.168, 0.453, -7.254], [0.784, 0.968, -5.683], [-1.894, 2.637, -5.676], [-1.389, 2.585, -7.493], [0.693, 3.159, -5.480], [1.582, 0.537, -1.812], [2.025, 0.633, 0.013], [2.048, 2.911, -0.816], [1.059, 3.864, 1.093], [0.165, 2.215, 1.383], [-0.723, 3.616, 0.311], [0.873, 2.657, -3.058], [0.231, 4.228, -2.221], [-0.882, 2.670, -2.318], [-2.004, 1.179, 0.954], [-2.181, 1.744, -0.837], [-5.426, 0.780, 0.557], [-4.239, -2.506, -0.223], [-0.818, -4.751, -4.721], [0.560, -4.882, -4.166], [0.454, -5.968, -3.274], [-0.534, -6.754, -3.788], [-0.730, -7.911, -3.456], [-1.274, -6.089, -4.727], [0.901, -3.782, -3.459], [-1.474, -4.146, -4.086], [-0.821, -4.331, -5.730], [1.328, -5.095, -4.917], [3.290, 1.504, 6.837], [2.684, 0.152, 6.672], [1.448, 0.419, 6.049], [1.653, 1.556, 5.327], [0.911, 1.948, 4.442], [2.798, 2.200, 5.709], [2.441, -0.417, 7.874], [2.957, 2.009, 7.749], [4.383, 1.474, 6.832], [3.272, -0.530, 6.048], [4.160, -0.180, -6.941], [5.300, 0.278, -6.097], [4.707, 0.510, -4.840], [3.656, -0.355, -4.778], [3.069, -0.647, -3.750], [3.343, -0.862, -6.010], [5.799, 1.448, -6.555], [3.596, 0.651, -7.378], [4.479, -0.848, -7.745], [6.105, -0.457, -5.994], [1.234, 5.343, 6.626], [1.669, 6.698, 7.071], [2.118, 6.483, 8.390], [2.563, 5.195, 8.408], [3.272, 4.728, 9.283], [2.125, 4.492, 7.319], [0.622, 7.551, 7.112], [0.206, 5.110, 6.922], [1.327, 5.211, 5.545], [2.479, 7.128, 6.472], [-3.076, -1.768, 2.949], [-3.228, -2.602, 4.176], [-1.899, -2.819, 4.593], [-1.209, -1.724, 4.164], [-0.100, -1.413, 4.566], [-1.916, -1.012, 3.234], [-3.782, -3.799, 3.880], [-2.907, -2.367, 2.048], [-3.937, -1.116, 2.781], [-3.792, -2.118, 4.980], [-1.523, 4.093, 4.172], [-2.940, 3.653, 4.320], [-3.149, 3.677, 5.713], [-2.312, 4.646, 6.181], [-2.400, 5.150, 7.288], [-1.367, 4.990, 5.254], [-3.097, 2.382, 3.887], [-0.810, 3.269, 4.278], [-1.341, 4.595, 3.218], [-3.667, 4.307, 3.827], [0.267, -5.282, 4.732], [0.263, -5.839, 6.115], [1.075, -6.986, 6.011], [1.958, -6.706, 5.011], [2.985, -7.332, 4.810], [1.555, -5.633, 4.265], [-0.981, -6.229, 6.473], [-0.490, -5.742, 4.088], [0.128, -4.198, 4.719], [0.675, -5.163, 6.872], [-2.259, -1.198, -10.870], [-2.410, -2.032, -9.644], [-1.082, -2.249, -9.226], [-0.392, -1.154, -9.655], [0.717, -0.843, -9.253], [-1.098, -0.442, -10.586], [-2.965, -3.229, -9.940], [-2.090, -1.797, -11.771], [-3.120, -0.546, -11.039], [-2.975, -1.548, -8.839]],
  "lowdin_charge": [-0.111, -0.239, -0.311, 1.079, -0.229, -0.173, -0.207, -0.147, -0.124, -0.174, -0.150, -0.226, -0.382, -0.092, -0.101, -0.267, 0.724, -0.382, -0.234, -0.217, 0.080, 0.095, 0.093, 0.149, 0.133, 0.121, 0.140, 0.111, 0.148, 0.135, 0.134, 0.120, 0.145, 0.081, 0.107, 0.121, 0.152, 0.102, 0.047, 0.094, 0.085, 0.115, 0.060, 0.095, 0.096, 0.115, 0.134, -0.075, -0.328, 0.142, -0.499, 0.157, 0.080, 0.064, 0.143, 0.147, 0.181, -0.061, -0.319, 0.130, -0.484, 0.088, 0.073, 0.094, 0.145, 0.154, 0.180, -0.067, -0.325, 0.144, -0.505, 0.111, 0.072, 0.090, 0.152, 0.153, 0.182, -0.073, -0.319, 0.155, -0.492, 0.149, 0.052, 0.091, 0.127, 0.145, 0.178, -0.082, -0.307, 0.138, -0.477, 0.101, 0.046, 0.094, 0.128, 0.125, 0.186, -0.075, -0.325, 0.153, -0.495, 0.163, 0.046, 0.070, 0.115, 0.142, 0.179, -0.081, -0.326, 0.148, -0.499, 0.152, 0.069, 0.084, 0.153, 0.116, 0.181, -0.071, -0.331, 0.139, -0.508, 0.124, 0.079, 0.087, 0.154, 0.149, 0.178]
}